A cluster of 2 separate species, C2HClF2S in total in a non-equilibrium geometry, computed with the ωB97M-V functional and the def2-TZVPD basis.

Values from the calculation:
E_LUMO (spin up / spin down) ... -4.00 / -4.03 eV
2S+1 ... 1
Net charge ... 0
Total energy ... -1134.73424 Ha
HOMO-LUMO gap (spin up / spin down) ... 0.2268 / 0.2201 Ha
ΔE to the lowest compared entry with this formula, charge and spin ... 420.5 kJ/mol
Strongest force on any atom ... 4.37 eV/Å

```
7
Properties=species:S:1:pos:R:3:forces:R:3
C 0.99950 -0.79322 -1.12428 4.3 0.1 0.4
C -0.09907 -0.62409 -0.28237 -2.5 1.6 -3.2
F -1.29881 -0.94266 -0.74025 1.7 0.0 1.3
F 0.02889 1.48838 -1.76290 0.1 -1.7 1.1
S 2.54038 -0.29820 -0.58459 -2.5 -0.2 0.0
Cl 1.03999 -1.74417 -2.52439 -1.1 -0.1 -0.4
H -0.02391 -0.15433 0.66348 -0.1 0.2 0.9
```
Positions in Å, forces in eV/Å.

---

A cluster of 4 separate species, C14H32FNO11S in total in a non-equilibrium geometry, computed with the ωB97M-V functional and the def2-TZVPD basis.

Values from the calculation:
E_LUMO ... 0.25 eV
2S+1 ... 1
Net charge ... 0
Total energy ... -1932.90824 Ha
HOMO-LUMO gap ... 0.3428 Ha
Strongest force on any atom ... 2.72 eV/Å

```
60
Properties=species:S:1:pos:R:3:forces:R:3
O 6.40628 2.55736 1.19387 0.5 1.9 0.8
C 6.08146 1.83174 0.35354 -0.2 -1.0 0.5
F 6.00428 2.23344 -0.95047 -0.2 -0.9 0.7
N 5.79518 0.44707 0.66923 -0.6 0.4 -1.3
C 4.40214 0.09784 0.38757 1.7 0.0 0.3
O 4.14950 -0.43360 -0.63710 -1.0 -0.6 -0.3
O 3.50076 0.38255 1.39412 1.1 0.5 -1.9
S 2.41702 1.64200 1.01380 -2.1 1.7 0.3
O 3.06774 2.93521 1.19485 0.4 -1.3 -0.3
O 2.06775 1.61357 -0.60285 1.1 -0.3 1.0
H 6.37472 -0.10018 0.01945 -0.6 -0.1 0.2
H 2.66009 2.26838 -1.03526 -0.2 -0.3 0.1
C -1.99708 -2.20277 3.55121 -0.1 -0.1 0.0
O -2.73054 -1.14716 2.94559 0.4 0.1 0.1
C -2.16500 0.13233 3.20803 -0.3 0.0 -0.3
C -1.30722 0.61507 2.04858 0.2 0.1 0.3
O -0.16862 -0.21308 1.85371 -0.3 -0.2 -0.1
C -0.35307 -1.16270 0.81233 0.1 0.0 0.0
H -2.28057 -3.13477 3.06116 -0.1 0.1 0.0
H -0.91845 -2.06889 3.44305 0.0 0.1 0.0
H -2.25084 -2.27019 4.61328 0.1 0.0 0.0
H -1.59020 0.11606 4.13947 0.1 0.0 -0.1
H -2.99838 0.82812 3.34099 0.0 0.0 0.0
H -0.93814 1.61806 2.28548 0.0 0.0 0.0
H -1.89731 0.68455 1.12870 0.0 -0.1 0.1
H -0.21301 -0.67968 -0.15936 0.0 -0.1 -0.1
H -1.34256 -1.62430 0.84946 0.0 0.1 0.0
H 0.39845 -1.94407 0.92967 0.0 0.1 0.0
C -8.94333 -0.58996 1.75646 0.0 0.1 0.0
O -8.18323 0.28893 2.57148 0.0 -0.3 0.1
C -8.06373 -0.17100 3.91271 0.3 0.3 -0.1
C -6.73640 -0.87589 4.14895 -0.2 -0.3 0.1
O -6.62734 -2.06689 3.38413 -0.1 0.2 -0.1
C -5.87409 -1.88715 2.19080 0.1 -0.2 0.0
H -8.72725 -0.35448 0.71401 0.0 0.1 0.1
H -8.69034 -1.63775 1.93411 0.0 0.0 0.0
H -10.01146 -0.43720 1.93977 0.0 -0.1 0.0
H -8.90357 -0.82340 4.17302 0.1 -0.1 0.0
H -8.11243 0.71124 4.55739 0.0 0.0 0.0
H -6.68115 -1.16523 5.20310 0.0 0.0 0.0
H -5.89590 -0.20456 3.94171 -0.1 0.0 -0.1
H -4.80755 -1.89478 2.42354 0.0 0.1 -0.1
H -6.12870 -0.95416 1.68131 0.0 0.0 0.1
H -6.09703 -2.71849 1.52029 -0.1 0.0 0.1
C 3.81659 0.05843 -4.82680 -0.1 0.1 0.0
O 4.39651 1.35048 -4.71489 0.2 -0.2 0.0
C 5.69885 1.31995 -4.14151 -0.1 0.3 -0.2
C 6.78286 1.37706 -5.20708 0.1 -0.3 0.2
O 6.76520 0.22659 -6.04090 -0.2 0.2 0.0
C 6.09020 0.44789 -7.26998 0.1 -0.1 0.0
H 2.99548 0.11835 -5.54177 0.0 0.1 0.1
H 4.53327 -0.68446 -5.18440 0.0 0.1 0.0
H 3.41947 -0.25657 -3.85688 0.0 -0.1 0.0
H 5.81975 0.43564 -3.50699 0.0 0.0 -0.1
H 5.78651 2.20344 -3.50413 0.1 0.0 0.0
H 7.75708 1.39709 -4.70906 0.0 0.0 0.0
H 6.69393 2.29022 -5.80512 -0.1 0.0 0.0
H 6.74641 0.98310 -7.96266 -0.1 0.0 -0.1
H 5.16597 1.01462 -7.13376 0.0 0.0 0.0
H 5.84099 -0.52305 -7.69890 0.1 0.0 0.0
```
Positions in Å, forces in eV/Å.

---

The molecule C17H26N4O2S in a non-equilibrium geometry, computed with the ωB97M-V functional and the def2-TZVPD basis.

Values from the calculation:
E_LUMO ... 0.43 eV
2S+1 ... 1
Net charge ... 0
Total energy ... -1431.06350 Ha
HOMO-LUMO gap ... 0.3180 Ha
ΔE to the lowest compared entry with this formula, charge and spin ... 156.9 kJ/mol
Strongest force on any atom ... 1.62 eV/Å

```
50
Properties=species:S:1:pos:R:3:forces:R:3
C 6.51000 0.34195 -0.07593 -0.1 -0.3 -0.1
H 7.57338 0.11767 -0.11302 0.1 0.1 0.0
H 6.27925 0.77166 0.89554 0.0 0.1 0.1
H 6.28923 1.07608 -0.84610 0.0 0.1 -0.1
C 5.70750 -0.93812 -0.29017 0.1 0.2 0.1
N 4.28407 -0.71899 -0.11228 0.1 -0.1 0.0
C 3.66453 0.06183 -1.17207 0.0 0.5 0.2
H 2.74566 -0.41979 -1.51591 0.0 0.0 -0.1
C 3.28931 1.47751 -0.70345 0.0 -0.2 -0.6
N 2.20996 1.46501 0.26450 0.3 -0.1 -0.1
C 0.95533 1.71554 -0.16180 -0.1 0.0 0.3
O 0.70091 1.94009 -1.33358 -0.1 0.0 -0.3
C -0.12482 1.71240 0.91504 -0.2 0.0 -0.3
H -0.17967 0.71698 1.35872 0.1 0.1 0.1
C -1.48892 2.05222 0.31264 0.0 0.2 -0.3
C -2.47887 0.98239 0.55631 0.3 -0.4 0.4
N -2.30036 -0.14202 1.17104 1.1 0.9 -0.1
N -3.46947 -0.80954 1.14575 -1.5 -0.4 -0.3
C -4.31944 -0.05560 0.51182 1.0 -0.5 0.6
C -5.68594 -0.35122 0.23867 -0.9 0.1 -0.3
C -6.37192 -1.48675 0.57827 0.5 0.4 0.0
C -7.70997 -1.45477 0.14989 -0.2 0.2 -0.2
C -8.04430 -0.30824 -0.50975 0.4 0.1 0.1
S -6.69402 0.77200 -0.61737 -0.1 -0.6 0.2
C -9.35721 0.06656 -1.09603 0.0 0.1 -0.1
H -10.07401 -0.73727 -0.94777 -0.1 0.0 0.0
H -9.74250 0.97241 -0.62867 -0.1 0.0 0.0
H -9.26029 0.26018 -2.16383 -0.1 0.0 -0.1
H -8.40704 -2.25532 0.32249 -0.2 -0.1 0.0
H -5.91177 -2.29681 1.11228 0.1 -0.2 0.1
O -3.74941 1.10857 0.10968 -0.2 0.0 -0.1
H -1.36216 2.17013 -0.77187 -0.1 0.1 0.2
H -1.88500 2.99515 0.69565 0.0 0.0 0.0
H 0.14998 2.42149 1.69595 0.0 -0.1 0.1
C 2.56273 1.18524 1.63583 -0.1 0.1 0.4
H 2.59933 2.10399 2.23023 0.0 0.0 0.1
H 1.85240 0.50032 2.09673 0.0 0.0 0.1
H 3.54201 0.71266 1.63896 -0.1 0.0 0.1
H 4.15129 1.97597 -0.25761 0.0 0.0 0.0
H 2.94051 2.04891 -1.56675 0.1 0.0 0.1
H 4.33482 0.15086 -2.03535 0.0 -0.1 0.0
C 3.54654 -1.91270 0.25956 0.0 -0.2 -0.1
C 3.57187 -3.05727 -0.75947 0.0 0.3 0.2
H 4.58289 -3.43368 -0.89548 0.1 -0.1 0.0
H 2.94508 -3.87274 -0.40846 -0.1 -0.1 0.0
H 3.19411 -2.72354 -1.72327 0.0 0.0 -0.1
H 2.51077 -1.61392 0.43816 0.0 0.0 0.1
H 3.95811 -2.27003 1.20912 -0.1 0.0 0.0
H 5.94350 -1.34219 -1.28974 0.0 -0.1 0.1
H 6.02196 -1.67529 0.45295 0.0 0.0 -0.1
```
Positions in Å, forces in eV/Å.

---

The molecule C2H3NO2S in a non-equilibrium geometry, computed with the ωB97M-V functional and the def2-TZVPD basis.

Values from the calculation:
E_LUMO (spin up / spin down) ... -2.39 / -2.39 eV
2S+1 ... 1
Net charge ... 0
Total energy ... -681.25882 Ha
HOMO-LUMO gap (spin up / spin down) ... 0.2667 / 0.2667 Ha
ΔE to the lowest compared entry with this formula, charge and spin ... 526.4 kJ/mol
Strongest force on any atom ... 6.74 eV/Å

```
9
Properties=species:S:1:pos:R:3:forces:R:3
C -0.36136 -0.41559 0.14688 -3.4 -5.3 -2.4
C 1.08060 -0.27150 0.10849 2.1 -3.7 -0.4
N -1.12551 0.81222 -0.05631 -4.0 0.5 0.2
O -0.53115 1.82258 -0.25665 1.8 1.3 -0.2
O -2.37371 0.78674 -0.06053 2.0 -0.6 0.3
S -1.33262 -1.85992 -0.16578 3.0 3.6 1.3
H 1.41868 0.34257 -0.66243 0.2 1.7 -1.0
H 1.46221 0.01072 1.03255 0.6 1.3 1.8
H 1.76287 -1.22782 -0.08621 -2.3 1.3 0.4
```
Positions in Å, forces in eV/Å.